The following is a quantum chemistry calculation of C5H6GaO4 as an isolated structure at a distorted geometry, from the Open Molecules 2025 dataset.

XYZ file:
```
16
C5H6GaO4, DFT wB97M-V/def2-TZVPD
Ga -1.38342 -1.31743 0.63559
O -0.09722 -0.72242 -0.76942
O -0.51637 -1.12014 -2.97605
O -1.30128 -0.18839 1.99291
O -1.77760 -1.89174 -1.23240
C 0.04717 1.84147 2.08651
C 0.94760 0.22468 -0.93808
C -0.71629 0.80625 2.28252
C -0.78779 -1.19117 -1.83102
C 1.91982 0.20808 0.00220
H 2.65438 1.01084 -0.05330
H 1.87910 -0.43548 0.88139
H -0.03411 2.69235 2.76456
H 1.09836 0.51789 -1.97505
H -2.27389 -2.49185 -1.81074
H 0.34154 2.05706 0.94039
```

Summary:
Strongest force on any atom = 0.120 hartree/bohr
HOMO level = -22.970 eV
ΔE to the lowest compared entry with this formula, charge and spin = 277.4 kJ/mol
E_tot = -65806.08955 eV
Net charge = +3

natural (NBO) charges, unit e, in atom order: 2.2942 -0.6331 -0.3012 -0.7728 -0.7669 -0.5078 -0.0147 0.7999 0.9457 -0.2964 0.3059 0.2313 0.3795 0.3112 0.6383 0.3870

---

The following is a quantum chemistry calculation of C45H37IrN3OP2S4 as an isolated structure, from the Open Molecules 2025 dataset.

XYZ file:
```
93
C45H37IrN3OP2S4, DFT wB97M-V/def2-TZVPD
Ir -0.58008 2.67129 0.28470
S -5.21255 0.98998 -0.32643
S -2.41887 4.13629 0.51730
S -5.34534 3.91950 0.17205
S -2.28200 0.89288 0.03089
P 0.48356 -4.35801 0.66890
P 0.84563 -1.46492 -0.64908
O -7.44203 2.39743 -0.32228
N -0.06299 3.21777 -1.71421
N 1.24750 1.91562 0.18221
N -0.33293 1.89159 2.25111
C 4.70898 0.20522 -0.24715
C -1.22452 -3.73674 0.41761
C 2.30899 0.69323 -1.82314
C 1.99891 2.06532 -1.03992
C -1.35668 -1.40473 -4.72703
C -3.90387 -3.09931 -0.06030
C 3.11816 0.76396 1.14820
C -1.87279 -4.18618 -0.73474
C 0.27125 -4.21777 4.73374
C -0.68508 -0.37186 -2.66581
C 2.01169 -3.24482 2.81704
C 1.20985 4.46556 -3.84775
C -1.36272 -0.31085 -3.87277
C -2.45266 2.60299 3.30171
C -6.26123 2.42920 -0.18230
C 1.93233 3.69636 -2.95066
C -3.19519 -3.85361 -0.98447
C -1.18840 1.81166 3.28654
C -0.00621 -4.38982 3.38900
C 0.03384 -1.51039 -2.29404
C -1.93544 -2.94490 1.31693
C 1.48209 -3.18267 -0.36942
C -0.78266 3.85343 -2.66225
C 0.02380 -2.60237 -3.15703
C -3.77029 3.17871 0.21081
C 0.85111 -3.88890 2.40154
C 2.33016 -0.49729 -0.92764
C 1.14354 0.36668 3.40405
C 3.75686 1.26128 -2.10639
C 4.14348 1.55318 0.30163
C 1.74505 1.30833 1.19988
C 2.30507 -3.08681 4.16798
C -0.66526 -2.54914 -4.36214
C 1.27617 3.05151 -1.92199
C 0.83570 1.18494 2.33911
C 0.23624 0.24203 4.44221
C -0.15935 4.49706 -3.72569
C -0.91970 0.98227 4.37836
C -3.70451 1.80335 -0.01878
C 3.52919 2.25671 -0.92776
C 1.43262 -3.56391 5.13130
C -3.27103 -2.64592 1.08787
C 4.84533 0.35577 -1.70161
C -2.27741 3.79944 -2.64445
C 3.33882 -0.45738 0.18105
H 0.54422 -3.51902 -2.91693
H -4.94845 -2.87216 -0.23128
H -2.27213 3.63997 3.03383
H 3.43603 -1.41105 0.69024
H 1.68683 0.55178 -2.70131
H -0.77393 5.01398 -4.44901
H 1.66393 -3.45214 6.18269
H 3.22894 -2.60416 4.46412
H 3.51709 0.55413 2.13746
H 1.70946 4.99176 -4.64990
H -0.40880 -4.61490 5.47618
H 3.88161 3.28199 -1.02426
H -0.65770 -3.41057 -5.01709
H -2.89325 2.56945 4.29531
H 4.81068 2.20786 0.85578
H -3.81769 -2.04527 1.80434
H -1.33907 -4.81828 -1.43657
H -1.91292 0.58406 -4.13650
H 2.99931 3.59406 -3.06267
H -0.90188 -4.92629 3.09716
H 5.55237 -0.21460 0.29517
H -3.16957 2.19205 2.58895
H -0.72819 0.47862 -1.99382
H 2.72631 -2.88387 2.09117
H -2.62178 2.86328 -2.20853
H -1.44975 -2.56432 2.20709
H -1.64691 0.93865 5.17661
H 5.50673 -0.19049 -2.35383
H 2.06439 -0.19430 3.40715
H 2.49382 -3.13954 0.03397
H -1.89743 -1.36972 -5.66344
H -2.64203 3.86911 -3.66798
H 0.43764 -0.41366 5.27793
H -2.70850 4.62278 -2.07768
H 1.60315 -3.67446 -1.33293
H 3.83443 1.68223 -3.10416
H -3.68106 -4.20923 -1.88366
```

Summary:
⟨S²⟩ = 6.030
Strongest force on any atom = 0.008 hartree/bohr
HOMO level (spin up / spin down) = -9.471 / -10.196 eV
ΔE to the lowest compared entry with this formula, charge and spin = 136.7 kJ/mol
E_tot = -118534.39319 eV
Net charge = +1
Spin multiplicity = 5

Löwdin charges, unit e, in atom order: 0.8930 0.9945 0.6317 1.0084 0.6636 1.0356 1.0729 -0.0047 -0.0015 -0.0257 -0.0168 -0.1699 -0.4181 -0.1211 -0.2671 -0.0723 -0.0823 -0.1146 -0.1209 -0.0728 -0.1551 -0.1056 -0.0110 -0.0692 -0.0459 -0.9749 0.0071 -0.0728 -0.2818 -0.1159 -0.3581 -0.1125 -0.5047 -0.2799 -0.0903 -1.1451 -0.3913 -0.2587 0.0156 -0.1728 -0.1052 -0.1666 -0.1011 -0.0697 -0.1668 -0.1805 -0.0108 -0.0053 0.0070 -1.1402 -0.0960 -0.0921 -0.0944 0.0587 -0.0463 -0.1739 0.0889 0.1048 0.0469 0.1053 0.1317 0.1259 0.1056 0.1053 0.1473 0.1241 0.1087 0.1512 0.1092 0.0915 0.1501 0.1037 0.0987 0.1036 0.1118 0.1100 0.1511 0.0647 0.0182 0.0709 0.0556 0.0946 0.1240 0.1100 0.1039 0.0258 0.1078 0.0949 0.1191 0.0615 0.0218 0.1381 0.1077

---

The following is a quantum chemistry calculation of C19H15FNRhS4 as an isolated structure, from the Open Molecules 2025 dataset.

XYZ file:
```
41
C19H15FNRhS4, DFT wB97M-V/def2-TZVPD
Rh -0.44015 0.02303 -0.53256
S -2.40104 -0.43373 -1.70042
S 0.46206 1.45026 -2.12670
S -1.70334 1.72611 0.25303
S 1.02010 -1.66025 -1.22943
F -1.09243 -1.24797 0.90991
N 0.89901 0.34911 1.04240
C 0.41739 1.11153 2.03500
C -5.45118 -0.66887 0.96561
C 2.17833 -1.56148 0.19492
C 2.55305 1.05139 -3.81811
C 1.98271 -0.84990 -2.48952
C 0.94994 1.03179 3.30854
C -0.70320 2.08136 1.74108
C -4.63370 -0.89777 -0.13257
C 1.82653 -0.57431 1.28169
C -3.13422 0.76213 0.68607
C -3.44844 -0.18952 -0.29488
C 2.96601 -1.59837 -3.13417
C -5.11182 0.27283 1.92504
C 3.54226 0.31774 -4.43912
C 1.73775 0.48379 -2.82644
C 3.75730 -1.01881 -4.10536
C -3.94399 1.00935 1.77474
C 1.98256 0.13923 3.55087
C 2.42051 -0.68241 2.53158
H 3.09911 -2.64020 -2.86611
H -1.35010 2.19950 2.60871
H -5.74981 0.43833 2.78255
H 0.54999 1.64885 4.10120
H -0.27211 3.06011 1.51916
H 2.41457 0.06100 4.53963
H -6.36062 -1.24515 1.07850
H 4.15083 0.78652 -5.20204
H 3.16615 -1.35044 -0.21622
H -3.67873 1.76589 2.50373
H 3.18179 -1.43073 2.70448
H 2.20640 -2.55721 0.63600
H -4.89731 -1.65114 -0.86337
H 2.38481 2.08498 -4.09300
H 4.52301 -1.59655 -4.60445
```

Summary:
Strongest force on any atom = 0.006 hartree/bohr
HOMO level = -7.270 eV
ΔE to the lowest compared entry with this formula, charge and spin = 39.5 kJ/mol
E_tot = -70505.35890 eV
Net charge = 0

natural (NBO) charges, unit e, in atom order: 0.4635 -0.0433 -0.0819 0.5491 0.5007 -0.7268 -0.4262 0.2417 -0.1891 -0.5698 -0.2194 -0.1739 -0.2398 -0.5744 -0.2202 0.2623 -0.1179 -0.1690 -0.2254 -0.2203 -0.1819 -0.1928 -0.2477 -0.2474 -0.1323 -0.2405 0.2176 0.2500 0.2130 0.2256 0.2565 0.2263 0.2143 0.2156 0.2563 0.2065 0.2264 0.2504 0.2248 0.2223 0.2173

---

The following is a quantum chemistry calculation of the molecule C8H11Cl at a distorted geometry, from the Open Molecules 2025 dataset.

XYZ file:
```
20
C8H11Cl, DFT wB97M-V/def2-TZVPD
Cl 1.07718 2.77761 0.24532
C 0.44515 -0.36603 1.10806
C 0.44904 -1.09735 -1.38741
C 1.05934 0.02308 2.45933
C -1.02717 -0.60584 -1.68793
C -1.72676 0.11068 -0.49845
C -0.67411 0.64388 0.42487
C 0.48714 1.30697 -0.41071
C 1.13646 -0.19761 -0.30913
H 1.79942 -0.80488 2.51052
H -2.31583 0.91110 -1.06704
H -2.43269 -0.46715 0.07825
H 1.52925 1.00632 2.58162
H 0.94735 -1.02630 -2.36460
H -1.64729 -1.49846 -1.93858
H 2.20140 -0.25074 -0.57507
H 0.52839 -2.03855 -0.87921
H 0.23040 0.01564 3.30681
H -1.13461 1.44899 1.00020
H -0.93205 0.10864 -2.59685
```

Summary:
Strongest force on any atom = 0.106 hartree/bohr
HOMO level (spin up / spin down) = -8.473 / -8.236 eV
ΔE to the lowest compared entry with this formula, charge and spin = 260.8 kJ/mol
E_tot = -20991.49661 eV
Net charge = 0

natural (NBO) charges, unit e, in atom order: 0.0138 0.1185 -0.3983 -0.7014 -0.4071 -0.4098 -0.3299 0.0087 -0.3066 0.2320 0.2155 0.2110 0.2334 0.2134 0.2178 0.2223 0.2121 0.2293 0.2158 0.2096

---

The following is a quantum chemistry calculation of a 2-piece molecular cluster, C3H9NO2S overall at a distorted geometry, from the Open Molecules 2025 dataset.

XYZ file:
```
16
C3H9NO2S, DFT wB97M-V/def2-TZVPD
S 2.14273 -1.62889 0.34656
O -2.40267 3.51276 1.53899
O -2.04886 0.60196 0.26769
N -0.42216 -1.17039 -1.70902
C 1.61972 -0.12822 -0.63844
C -0.68125 0.14342 0.50765
C 0.04004 -0.13805 -0.78546
H -0.18568 0.94069 1.08212
H -0.80927 -0.61912 1.29271
H -2.17065 1.27864 0.95761
H -2.58574 2.56555 1.62447
H 0.08993 -2.00017 -1.29382
H 1.86164 0.83318 -0.17187
H -0.32797 0.79292 -1.30537
H 2.08566 -0.46427 -1.55000
H 0.07368 -1.01898 -2.58129
```

Summary:
Strongest force on any atom = 0.059 hartree/bohr
HOMO level = -0.217 eV
ΔE to the lowest compared entry with this formula, charge and spin = 168.0 kJ/mol
E_tot = -19674.32336 eV
Net charge = -2

natural (NBO) charges, unit e, in atom order: -0.7879 -1.3277 -0.7550 -0.8474 -0.5335 -0.0765 -0.0935 0.1821 0.1658 0.4742 0.3475 0.3645 0.1890 0.1795 0.1928 0.3260

---

The following is a quantum chemistry calculation of a 10-piece molecular cluster, C4H31N3O9 overall at a distorted geometry, from the Open Molecules 2025 dataset.

XYZ file:
```
47
C4H31N3O9, DFT wB97M-V/def2-TZVPD
O -2.81348 3.05260 -0.92470
O 1.77480 -3.29451 -1.44246
O 1.18059 3.13321 -0.63937
O -3.61157 -1.06886 0.48005
O -0.38450 3.43226 1.67222
O -2.87316 0.93621 1.99872
O 4.22508 0.80142 -1.06299
O -0.98164 -3.15830 -3.00407
O 3.83273 -1.81849 -0.43987
N -1.53418 0.25242 -1.69096
N -0.04907 0.56758 2.96014
N -0.51535 -2.02004 0.10366
C -0.19996 -0.60394 0.15620
C -0.12881 0.05815 -1.19463
C 1.07373 -0.21307 0.96521
C 0.89198 -0.43081 2.48441
H 4.20094 -0.92283 -0.58409
H -2.76009 2.19993 -0.47344
H 3.88943 -1.92206 0.51909
H -0.92919 0.42664 2.42941
H 1.75513 -3.88577 -0.68342
H -3.30673 -0.55736 -0.28746
H 0.87936 3.49939 -1.47605
H 2.59831 -2.77654 -1.29225
H -1.30254 -2.25493 -0.52426
H -0.55415 -2.30549 -3.08819
H -0.29804 0.35587 3.92969
H -3.06301 -1.85942 0.41511
H -1.71636 -0.01123 -2.64288
H -3.15204 0.22247 1.37930
H -0.84467 2.63247 1.97237
H 0.31115 -0.60915 -1.93832
H -0.38277 -3.79208 -2.60145
H -1.79413 1.22968 -1.59740
H -3.00345 0.64615 2.90268
H 0.27648 -2.64981 -0.07019
H 0.73025 -1.52119 2.59924
H -2.12805 3.57297 -0.47599
H 1.87856 -0.20314 2.97801
H 0.46055 3.27708 -0.00054
H 1.46365 0.81112 0.85205
H -1.01580 -0.17248 0.74807
H 0.31910 3.47575 2.32984
H 1.88489 -0.94352 0.67598
H 3.73683 0.77107 -1.89006
H 3.88326 1.52625 -0.53130
H 0.50029 0.93140 -1.18246
```

Summary:
Strongest force on any atom = 0.048 hartree/bohr
SMILES string = NCC[C@H](N)CN.O.O.O.O.O.O.O.O.O
HOMO level = -8.906 eV
ΔE to the lowest compared entry with this formula, charge and spin = 0.0 kJ/mol
E_tot = -27549.21232 eV
Net charge = 0

natural (NBO) charges, unit e, in atom order: -0.9345 -0.9822 -0.9827 -0.9477 -0.9722 -1.0026 -0.9605 -0.9552 -0.9842 -0.8982 -0.8777 -0.8893 -0.0614 -0.2487 -0.4207 -0.2198 0.5119 0.4664 0.4751 0.3770 0.4591 0.4956 0.4684 0.5110 0.3719 0.4704 0.3556 0.4903 0.3695 0.5005 0.5024 0.1800 0.4876 0.3700 0.4752 0.3801 0.1761 0.4767 0.1739 0.5008 0.2218 0.1801 0.4855 0.2030 0.4880 0.4993 0.2143

---

Which value of E_tot does entry 1 give? -65806.08955 eV

---

Which value of E_tot does entry 5 give? -19674.32336 eV